[1]
Molecular formula: C5H9ClO
Method: DFT, ωB97M-V with the def2-TZVPD basis set

CARTESIAN COORDINATES (ANGSTROEM)
H 0.62633 -4.07884 -1.39478
H 1.44708 0.02102 -0.25266
H 1.42640 -2.43568 0.36489
H -0.23934 -0.90562 1.38412
H -0.79113 -3.05674 -1.61419
H -1.34206 -1.19847 0.07047
O -0.92892 1.93879 -1.02329
C -0.23991 1.32119 -0.29014
H 0.80298 -2.38039 -2.04623
C 0.23930 -3.01586 -1.33662
C 0.37038 -2.50197 0.08520
H -0.16205 -3.19842 0.73067
C 0.39788 -0.01838 -0.50140
C -0.28070 -1.12262 0.30419
Cl 0.14175 1.99870 1.34977
H 0.33164 -0.22931 -1.56946

The value obtained for the total energy is -19901.20762 eV. The LUMO energy is 0.8496 eV. The SMILES is CCCCC(=O)Cl.

[2]
Molecular formula: C5H9ClO2
Method: DFT, ωB97M-V with the def2-TZVPD basis set

CARTESIAN COORDINATES (ANGSTROEM)
H -2.10724 0.80267 -1.18848
C 1.62324 1.69759 -0.33088
C -0.27917 0.01848 -0.26627
H -0.26998 -2.03632 -0.68820
H 1.00897 2.46654 -0.84912
C -1.36139 1.06884 -0.38851
H -0.82992 -1.51035 1.02819
Cl 2.14827 -0.87467 0.28219
C 1.01993 0.37124 -0.20608
H 2.57518 1.64994 -0.88127
C -0.84767 -1.36103 -0.06080
O -2.22092 -1.31846 -0.38666
H -2.67958 -2.11031 0.00228
H -2.63034 0.63538 1.02122
H 1.88346 1.97558 0.67847
H -0.85677 1.96179 -0.65191
O -1.97208 1.35143 0.91753

The value obtained for the total energy is -21947.10798 eV. The LUMO energy is 0.5765 eV. The SMILES is CC(Cl)=C(CO)CO.

[3]
Molecular formula: C5H9ClO2S
Method: DFT, ωB97M-V with the def2-TZVPD basis set

CARTESIAN COORDINATES (ANGSTROEM)
H 2.58132 -2.20447 -0.35871
C -1.20128 0.38767 -0.22342
H -1.38773 -1.62976 -1.64084
O 0.71223 -1.09620 -0.30571
Cl -2.61332 0.97175 0.75896
H 0.49710 1.18894 -1.26670
H -0.17904 3.17725 0.99364
C -0.30869 1.59086 -0.53315
S -1.75716 -0.38408 -1.84621
H -0.83080 2.25489 -1.08580
C 1.49039 -2.27210 -0.03812
H 0.94653 -3.21428 -0.53384
H 1.32815 2.31686 0.70366
O -0.73551 -1.46811 1.44831
H 0.13691 1.53980 1.57932
C -0.36023 -0.86615 0.48620
H 1.44794 -2.48566 1.11029
C 0.23318 2.19280 0.75213

The value obtained for the total energy is -32782.56415 eV. The LUMO energy is 0.5598 eV. The SMILES is CC[C@](S)(Cl)C(=O)OC.

Taking the records one at a time from the top gives gap between HOMO and LUMO values of 11.56 9.57 10.07 eV.
Taking the records one at a time from the top gives HOMO energy values of -10.71 -8.99 -9.51 eV.